# 1
C29H41AsBrClNO4P2Si2Y | wB97M-V/def2-TZVPD

```
83
Properties=species:S:1:pos:R:3:forces:R:3
H -4.230 4.317 -0.984 -0.02 0.06 0.02
H -0.581 1.935 5.635 0.00 0.02 0.02
H -5.176 -2.382 -0.467 0.00 0.00 0.01
H -4.392 -4.482 -1.573 -0.02 -0.02 -0.02
C 3.994 -0.770 -0.257 -0.08 -0.02 0.05
H -4.208 2.562 -0.787 -0.06 -0.07 0.02
H 1.926 0.592 -3.156 0.03 -0.03 0.02
H -4.069 0.785 -2.551 -0.09 0.06 0.07
H -0.182 5.164 -1.549 0.06 0.01 0.00
C 6.077 -2.357 0.714 0.00 0.00 0.00
H 4.329 1.973 -1.372 0.01 0.01 0.00
H -2.501 3.083 -4.345 -0.04 0.07 0.02
O 0.358 1.408 1.941 -0.04 0.02 -0.03
H 2.681 -3.622 2.823 0.00 0.01 -0.01
H 2.675 2.641 -1.302 0.00 -0.01 0.00
Y -0.047 -0.253 0.333 0.44 -0.85 0.45
C -0.727 -0.503 -4.216 0.05 0.07 0.01
C 2.801 -0.746 3.457 -0.05 -0.01 -0.05
H -2.140 -2.462 3.989 -0.02 -0.03 0.00
H 5.363 -0.271 -1.838 0.00 0.02 -0.03
H 1.966 -0.777 4.158 0.00 0.00 0.02
C -0.694 0.611 3.934 -0.02 -0.03 0.00
C 1.886 -3.149 2.245 -0.04 0.02 -0.03
C 0.062 -3.114 -1.122 -0.10 -0.01 -0.02
C -1.798 -1.504 4.358 0.01 0.00 -0.05
C -1.726 3.775 0.929 0.01 -0.04 0.00
H 3.633 -1.322 3.863 0.00 0.00 0.02
H -1.325 4.916 -2.866 0.02 0.02 -0.05
H 0.173 -0.131 -4.705 0.08 0.00 -0.01
Br -3.723 -0.046 0.589 -0.03 -0.05 0.03
H 0.289 2.494 3.618 0.00 -0.04 -0.01
Cl -1.843 0.551 7.788 0.00 -0.01 -0.02
C 3.376 1.944 -0.842 -0.07 -0.03 0.03
Si -1.903 3.499 -0.922 0.03 0.01 0.02
C -1.562 0.115 6.127 -0.01 0.00 0.02
H 6.879 -2.978 1.090 0.02 -0.01 0.01
H 4.752 -2.867 2.303 -0.01 -0.02 0.03
H -1.327 -1.018 -4.969 -0.04 -0.02 -0.05
P 2.622 0.277 -0.893 0.07 0.15 0.05
C 3.824 -1.507 0.920 -0.04 0.08 -0.03
N -1.877 -1.803 -0.439 -0.08 -0.03 -0.01
O -0.980 -1.014 2.214 0.03 0.04 -0.03
O 0.735 -2.094 -0.722 -0.09 0.15 0.04
C -1.874 2.270 -4.711 0.04 -0.02 0.05
C -4.128 -2.576 -0.638 0.00 0.02 0.00
As -0.629 1.665 -1.557 -0.20 0.48 -0.55
C -1.236 5.023 -1.784 -0.02 0.00 -0.03
H 3.532 2.243 0.195 0.01 0.01 0.00
H 3.111 0.292 3.335 0.01 0.01 0.01
H 0.959 -3.180 2.821 0.01 0.00 -0.01
C -3.681 -3.733 -1.252 0.00 0.01 0.01
C -3.738 3.396 -1.305 0.06 -0.03 0.00
H 2.331 -1.109 -2.838 -0.01 -0.02 -0.02
H -2.506 -1.805 6.343 -0.01 -0.01 0.01
H -3.946 0.049 -4.153 0.00 0.01 -0.06
P 2.242 -1.404 1.839 0.09 -0.09 0.09
C -2.002 -1.136 5.658 0.03 0.05 0.01
H -2.139 2.938 1.495 -0.03 -0.04 0.03
H -2.313 1.901 -5.640 -0.03 -0.03 -0.06
C 5.215 -0.837 -0.928 0.00 -0.01 0.00
C -2.321 -3.925 -1.436 0.05 0.04 0.01
H 3.630 0.082 -3.120 0.00 0.00 -0.01
H -1.781 5.920 -1.482 -0.03 0.06 0.01
C -3.444 0.165 -3.189 -0.01 0.01 0.04
C -0.924 0.971 5.281 0.01 0.00 0.00
H -0.890 2.683 -4.935 0.03 0.02 -0.01
H -1.907 -4.814 -1.887 0.01 -0.02 -0.01
C 6.248 -1.624 -0.452 0.01 0.00 0.00
H -3.922 3.276 -2.372 -0.03 -0.02 -0.09
H -2.252 4.682 1.231 -0.04 0.05 0.00
H 1.735 -3.695 1.313 0.00 -0.01 0.01
C 0.015 1.548 3.121 0.06 0.09 -0.04
O 0.491 -4.170 -1.541 0.04 0.01 -0.02
H -0.676 3.882 1.203 0.05 -0.01 0.01
C 2.646 -0.078 -2.680 -0.09 0.01 0.00
H -0.425 -1.240 -3.472 0.04 -0.08 0.07
Si -1.729 0.888 -3.447 0.02 0.01 -0.07
H -3.373 -0.824 -2.738 0.00 -0.05 0.01
C -1.142 -0.646 3.433 -0.02 0.00 0.01
C -1.452 -2.939 -1.010 0.03 -0.02 0.01
C -3.175 -1.649 -0.254 0.00 0.10 0.09
C 4.874 -2.293 1.393 0.00 0.00 -0.01
H 7.186 -1.668 -0.990 0.02 0.00 -0.01
```
Positions in Å, forces in eV/Å.

## Properties
* total energy: -219206.6659 eV
* spin multiplicity: 1
* ΔE to the lowest compared entry with this formula, charge and spin: 0.0000 eV

Results of the Mulliken charge analysis, in e, for atoms 1 through 5: 0.383 0.428 0.514 0.425 -0.110


# 2
C29H41BN9PdSi2Te | wB97M-V/def2-TZVPD

```
84
Properties=species:S:1:pos:R:3:forces:R:3
H 4.805 -0.096 -2.841 0.01 0.01 -0.01
B -2.637 0.084 1.702 0.06 -0.02 -0.06
C 1.519 -3.533 -1.053 -0.15 0.08 -0.07
C 0.856 0.848 -9.896 -0.02 -0.01 0.03
H 1.607 -4.355 -1.767 0.02 -0.02 0.00
C 0.300 0.509 -8.667 0.06 0.00 0.01
Si 3.033 -3.370 0.017 0.05 0.07 0.05
C -2.419 -2.891 -0.353 -0.07 -0.08 0.03
H -3.961 3.890 -0.758 0.00 0.00 0.00
H 0.456 0.897 -11.990 0.00 0.00 -0.01
H 1.858 1.249 -9.981 0.00 0.01 0.00
C 1.087 0.486 -4.451 0.06 0.08 0.07
N -1.280 -0.272 -7.210 -0.04 0.01 -0.12
H 5.521 -0.990 0.361 -0.03 -0.02 -0.02
C 5.147 2.699 -1.131 -0.05 0.06 -0.01
H 1.696 0.854 -7.088 -0.03 -0.01 -0.01
H 4.080 2.582 -1.338 0.01 0.03 0.00
H 2.298 -5.020 1.740 0.00 0.01 0.00
Pd 0.144 -0.118 -0.226 0.34 0.21 0.14
H 5.475 -3.262 -0.414 0.02 0.00 -0.03
C -0.992 -0.017 -8.541 -0.06 -0.03 0.04
H -4.310 -4.015 0.065 -0.01 0.00 0.01
H -1.421 3.118 -1.503 0.00 -0.01 0.00
H -1.881 -1.055 -4.789 0.01 -0.02 0.03
C 0.071 0.355 4.219 0.01 -0.03 -0.02
H 3.271 -5.802 0.488 0.00 -0.01 0.02
C -1.234 0.124 -10.904 0.04 0.02 0.00
H 8.268 1.890 -1.444 0.01 -0.01 0.02
H -1.856 -3.480 -1.063 0.00 0.02 0.00
N -1.924 -1.745 0.094 -0.18 -0.10 -0.03
C -0.786 -0.780 -2.963 0.00 -0.08 -0.01
Te 2.912 0.008 0.046 0.13 -0.07 0.03
H 6.387 -0.827 -2.571 0.00 0.01 0.00
C 5.163 0.042 0.370 0.06 0.01 0.03
H -1.514 -1.266 -2.326 0.01 0.02 -0.01
H 4.577 -2.430 -1.692 0.00 0.00 0.01
H 5.352 0.464 1.361 -0.04 -0.02 -0.01
C -0.031 -0.017 -5.100 0.00 -0.05 -0.18
H 1.342 -2.598 -1.595 0.01 -0.09 0.03
H 0.637 -3.704 -0.428 0.02 0.02 -0.04
H 4.652 -4.201 -1.663 0.00 0.02 -0.01
C -0.209 0.085 -6.556 0.05 0.01 0.24
Si 5.976 1.024 -0.965 0.00 -0.04 0.01
H 4.057 -4.843 1.748 -0.01 -0.01 0.00
N -1.323 0.102 2.522 -0.04 0.10 -0.13
H -1.820 -0.018 -11.802 0.00 0.00 -0.01
H -3.561 0.196 2.473 0.02 0.00 0.02
H 1.867 1.022 -4.979 0.01 -0.01 0.03
N -0.077 0.057 1.995 -0.15 -0.11 -0.14
C -3.376 3.064 -0.392 0.05 -0.03 0.00
N -1.682 1.610 -0.092 -0.24 -0.05 -0.06
C 0.763 0.205 3.009 0.08 0.05 0.03
H -4.619 2.043 1.166 0.00 -0.01 0.02
H 7.949 1.880 0.296 0.00 -0.01 0.00
C 0.065 0.646 -11.012 -0.05 -0.01 0.01
C 2.903 -1.868 1.111 -0.18 0.04 0.04
C 1.216 0.321 -3.081 0.01 0.03 -0.09
H 1.826 0.219 2.826 -0.01 -0.01 -0.03
C -3.885 -2.089 1.062 0.05 -0.04 -0.03
C -3.671 -3.164 0.226 0.07 0.02 -0.01
C 4.580 -3.306 -1.040 0.05 -0.02 -0.05
H -2.774 -0.617 -9.589 0.00 0.00 0.00
C -0.990 -0.659 -4.323 -0.07 0.01 0.04
C -3.722 2.148 0.578 0.03 -0.02 -0.05
C -1.774 -0.212 -9.678 -0.02 0.00 -0.01
H 0.480 0.491 5.205 0.00 0.00 0.00
C 3.177 -4.902 1.102 0.01 -0.09 0.02
H 5.587 3.290 -1.940 0.01 0.00 0.01
H 8.340 0.373 -0.537 0.00 0.01 0.00
H -2.155 0.355 4.440 -0.02 0.00 -0.01
H 3.712 -1.813 1.842 -0.02 0.01 0.02
C 5.850 0.124 -2.607 -0.01 -0.04 -0.07
H 5.237 3.272 -0.205 0.00 0.00 -0.01
H 2.088 0.689 -2.554 0.01 -0.03 -0.02
N -2.695 1.288 0.730 -0.01 -0.03 0.16
H 6.272 0.719 -3.422 -0.01 -0.01 0.01
C 7.804 1.321 -0.632 0.10 0.05 -0.01
N 0.309 -0.315 -2.337 -0.07 0.08 0.21
N 0.778 0.568 -7.376 0.09 0.04 -0.06
H -4.703 -1.857 1.724 0.00 0.02 0.01
H 1.947 -1.883 1.641 0.05 -0.03 0.01
C -1.254 0.286 3.854 0.00 -0.03 -0.01
N -2.826 -1.261 0.961 -0.02 0.11 0.05
C -2.081 2.672 -0.774 -0.02 0.05 -0.02
```
Positions in Å, forces in eV/Å.

## Properties
* total energy: -71359.5295 eV
* spin multiplicity: 1
* charge: -1
* ΔE to the lowest compared entry with this formula, charge and spin: 0.0000 eV

Results of the Mulliken charge analysis, in e, for atoms 1 through 5: 0.141 0.289 -0.385 -1.029 0.461


# 3
C29H41CaCl2N3O9P2 | wB97M-V/def2-TZVPD

```
87
Properties=species:S:1:pos:R:3:forces:R:3
H 3.096 3.084 2.670 -0.05 0.01 0.03
C 3.908 1.075 -2.285 0.05 -0.19 -0.14
H 1.866 1.858 0.219 -0.13 0.18 0.23
C 3.231 3.397 -1.641 -0.04 0.19 0.03
H -0.269 4.765 2.956 0.00 -0.19 0.03
H -4.495 3.532 0.972 -0.01 -0.09 -0.08
H 4.209 3.866 -1.786 -0.12 -0.07 -0.01
O -5.053 -0.144 0.869 -0.13 -0.31 -0.45
H 0.794 -2.670 2.101 -0.03 -0.01 0.12
H -4.270 1.021 -2.243 0.10 0.00 0.00
C -1.676 -5.101 -3.152 0.05 -0.03 0.07
H -2.422 1.497 2.002 -0.33 -0.15 -0.14
H 0.908 2.304 -1.950 0.01 0.33 -0.22
C -0.080 1.053 4.080 0.12 -0.06 -0.02
H 5.378 2.207 -0.330 -0.08 -0.02 0.04
H 2.705 3.453 -2.599 0.01 -0.01 0.08
O -2.703 4.236 -1.588 -0.13 -0.11 -0.07
O -1.622 2.481 0.036 -0.98 1.46 -0.04
O -0.079 -0.491 1.309 0.63 -1.89 -0.03
H 2.678 3.995 -0.907 0.08 -0.04 -0.07
N -0.265 -4.089 -1.448 0.21 -0.13 -0.14
H 1.546 -5.860 -2.315 -0.01 0.03 0.02
O 0.011 -1.375 -0.761 0.44 -0.97 0.99
C 0.996 3.039 3.181 0.02 -0.03 0.02
H -0.445 -1.034 3.737 0.02 0.08 0.02
H 1.223 0.731 -2.260 0.06 -0.28 -0.18
H 0.431 -3.621 -6.003 -0.07 -0.05 0.09
C 0.108 -1.487 0.508 0.31 0.50 0.03
H 1.991 1.162 3.512 -0.13 0.06 0.02
H 2.811 -3.600 1.871 -0.04 -0.08 -0.15
C -0.218 3.720 3.263 -0.02 0.06 -0.01
H -3.231 3.730 2.855 0.06 0.01 0.06
O -2.811 -0.314 -0.390 -1.65 0.18 0.75
C 2.545 -4.090 0.935 -0.04 0.05 0.09
H 4.874 1.445 -2.645 -0.16 -0.06 0.06
N 2.141 1.375 -0.622 0.13 -0.22 -0.62
C 0.975 -4.393 -0.856 -0.44 0.01 -0.32
H -2.162 1.267 4.555 0.14 0.08 -0.04
H 3.690 -6.399 -1.245 -0.04 0.05 0.02
C -0.168 -4.052 -5.208 0.03 0.02 -0.16
H -5.383 -0.738 0.172 0.10 0.29 0.28
C -2.688 3.830 3.801 0.11 -0.06 0.01
P -3.703 0.572 0.443 -0.53 -0.27 -0.14
H -2.892 -5.990 -4.668 0.07 0.06 0.02
N 1.027 1.394 -1.527 0.74 0.39 0.22
H 4.079 2.600 0.806 0.06 -0.12 -0.15
H -0.598 -3.304 1.244 0.07 -0.03 -0.01
H -3.334 3.435 4.590 0.09 0.02 -0.07
C 3.043 -5.654 -0.796 -0.03 0.06 0.03
P -2.574 2.858 -1.098 -0.16 0.15 0.51
C 1.316 -3.778 0.356 0.21 0.17 0.19
H 4.369 -5.232 0.854 -0.11 0.03 -0.06
Ca -0.857 0.563 -0.353 1.19 0.51 -1.39
C -0.564 -4.313 -2.818 0.09 -0.23 0.28
C -2.028 -5.370 -4.465 -0.08 -0.05 0.03
H 2.491 4.589 3.354 -0.03 -0.01 0.00
C 2.238 3.756 2.695 -0.14 -0.06 0.00
C -1.260 -4.852 -5.492 -0.01 0.00 -0.13
C 0.163 -3.777 -3.893 -0.03 0.05 0.13
H -0.673 -3.232 -1.102 0.12 0.10 -0.10
Cl 1.495 -2.695 -3.631 -0.04 -0.11 0.23
O -2.131 1.850 -2.341 -0.18 0.47 0.11
C 3.422 -5.010 0.374 -0.09 0.00 -0.04
H -2.294 2.360 -3.150 0.20 -0.23 0.00
C 3.399 1.956 -1.152 -0.15 -0.05 0.04
H -2.542 4.898 3.975 0.01 -0.07 0.00
H 4.033 0.044 -1.937 -0.01 0.14 -0.07
C -0.021 -0.393 4.513 -0.02 0.11 -0.01
C 1.831 -5.353 -1.400 0.00 0.08 -0.09
C -5.057 3.013 0.191 -0.02 -0.06 -0.15
H 1.008 -0.715 4.683 -0.07 0.05 -0.01
H -1.521 -5.064 -6.523 0.02 0.01 0.07
H 4.436 0.900 0.421 0.00 0.10 -0.05
O -4.897 1.492 -1.680 -0.03 0.20 0.33
O -3.228 0.947 1.902 0.32 0.18 -0.23
Cl -2.666 -5.782 -1.894 0.16 0.11 -0.08
H 3.224 1.073 -3.143 0.11 0.01 0.13
C -1.366 3.095 3.746 -0.05 0.00 -0.03
H 2.095 4.175 1.693 -0.01 -0.05 0.07
H -5.426 3.761 -0.513 0.03 -0.04 0.05
C 0.390 -2.841 1.107 0.03 -0.24 0.03
C 1.049 1.704 3.581 -0.07 0.05 0.01
C -4.166 2.039 -0.570 0.16 -0.06 0.03
C 4.382 1.911 0.007 0.10 0.05 0.22
C -1.275 1.763 4.160 -0.10 0.01 -0.02
H -0.589 -0.551 5.434 0.06 0.03 -0.06
H -5.902 2.493 0.647 0.07 0.04 -0.07
```
Positions in Å, forces in eV/Å.

## Properties
* total energy: -115708.3722 eV
* spin multiplicity: 1
* ΔE to the lowest compared entry with this formula, charge and spin: 2.0826 eV

Results of the Mulliken charge analysis, in e, for atoms 1 through 5: 0.289 -1.878 -0.043 -1.686 0.373


# 4
C29H41ClN3O3PS | wB97M-V/def2-TZVPD

```
79
Properties=species:S:1:pos:R:3:forces:R:3
H -2.418 5.326 3.910 -0.11 -0.08 -0.11
C 1.923 -3.748 -4.613 1.28 -1.00 -1.37
H -0.512 6.467 2.758 -0.17 0.00 -0.01
C -0.436 -0.661 0.012 -0.90 -0.14 1.30
H 2.886 -7.999 0.065 -0.10 0.13 0.03
C -0.364 1.198 -1.956 0.82 0.10 0.13
C -1.015 5.622 2.280 0.34 -0.12 -0.10
C 0.040 -2.970 -0.407 0.03 -0.85 -0.34
H -6.396 5.122 2.056 -0.04 -0.09 0.06
H 1.043 -2.944 -0.970 -1.27 0.01 0.92
H -1.050 5.834 1.206 -0.08 0.05 0.12
C 2.279 -7.425 -0.640 -0.69 0.47 0.22
C 1.087 0.522 -2.185 1.45 -0.73 -0.88
H -8.713 5.713 3.974 0.06 0.16 -0.02
C -6.354 6.431 5.158 1.43 -0.95 2.32
H 0.683 -0.647 0.249 -1.36 0.19 -0.58
Cl 0.324 -3.722 -3.718 1.08 0.08 -0.67
H 2.092 -9.013 -2.081 0.05 0.15 0.04
H -0.088 -9.892 -1.338 0.07 0.03 0.07
C -7.025 7.065 3.973 0.12 -0.53 0.67
H -7.611 7.924 4.311 0.18 -0.06 0.10
H -0.509 -3.938 -0.719 0.81 1.75 0.44
C 0.475 -9.222 -0.684 -0.06 -0.07 -0.01
H 2.062 -1.837 -5.813 0.65 -0.56 1.33
C 4.912 0.490 -0.667 2.00 -0.24 -0.65
O 1.337 2.862 -0.023 2.99 -3.35 -0.62
N -3.728 3.485 1.613 2.25 3.54 2.08
H -0.122 4.123 3.574 -0.02 0.00 -0.08
H -0.224 2.334 -1.904 -0.14 -1.66 -0.10
H 2.561 -5.015 -2.884 1.04 0.39 -1.21
C 2.512 -1.283 -3.679 -0.52 3.12 3.30
C -0.190 4.360 2.507 0.11 0.00 0.06
H 3.233 2.591 1.897 0.23 -0.96 -1.50
H -0.991 1.513 0.242 0.18 -1.22 -1.24
H -6.707 4.270 3.578 0.01 0.09 -0.05
H 0.848 -7.774 -2.224 0.15 0.02 0.05
C -7.934 6.047 3.280 -0.09 -0.34 -0.17
C 4.650 1.317 0.695 -2.93 0.78 -0.68
H -1.080 0.989 -2.841 1.46 0.05 1.41
C 1.191 -0.511 -3.334 2.94 0.07 1.35
C -2.438 5.510 2.832 -0.23 -0.59 -0.55
H 2.950 -5.765 -4.523 0.35 1.58 0.96
H -2.144 0.514 -0.798 1.78 0.29 0.51
H 6.578 2.726 1.939 0.12 -1.11 -0.52
H -0.970 -0.841 1.028 0.90 0.45 -1.40
H 0.222 -3.050 0.720 -0.33 0.35 -1.50
H 0.273 -0.756 -3.989 1.54 0.62 1.40
H -0.620 3.498 1.990 0.01 0.08 0.05
O 6.109 0.203 -0.964 -4.33 0.82 1.08
C -7.176 4.829 2.765 -0.02 -0.04 -0.05
C 3.407 1.995 0.938 2.24 -1.70 -1.29
C 2.983 -4.785 -3.918 -1.53 0.43 -0.24
H 4.008 -4.287 -3.918 -1.33 -1.01 0.21
N -5.827 5.931 6.092 -1.77 1.63 -3.14
H 1.704 -4.216 -5.649 0.09 0.99 1.73
C 2.237 1.978 -0.138 -0.84 1.43 0.22
C 3.747 -0.934 -2.761 -2.59 1.20 0.16
H -7.859 4.146 2.254 0.09 0.07 0.00
C 2.564 -2.305 -4.902 0.44 0.43 1.04
H 0.823 4.495 2.123 -0.11 -0.05 0.03
P 5.928 1.448 2.102 -1.47 0.35 0.96
C -1.024 0.706 -0.572 -0.63 -0.82 -0.34
H 4.732 -1.473 -3.005 -1.58 1.11 0.70
H -0.252 -8.613 -0.140 0.11 -0.01 -0.01
H -2.983 6.441 2.657 -0.10 -0.17 0.01
C -3.162 4.382 2.154 -1.92 -2.66 -1.46
C 1.389 -6.488 0.126 -1.44 1.92 1.58
S 5.009 1.486 3.849 0.22 0.04 -0.53
C 3.658 0.114 -1.596 -2.16 -0.08 -0.95
H 6.834 0.344 2.151 -0.15 0.73 -0.94
O -0.767 -1.830 -0.802 1.09 0.53 0.85
H 1.023 -9.833 0.040 -0.07 0.04 -0.04
H 2.954 -6.840 -1.271 -0.06 0.06 0.18
N 0.688 -5.749 0.728 2.35 -2.60 -2.00
C 2.316 0.892 -1.289 0.15 -2.58 -2.64
H -8.440 6.534 2.441 0.04 0.09 0.13
H 3.687 -2.477 -5.131 -1.90 0.25 0.15
C 1.429 -8.360 -1.504 -0.25 -0.24 -0.09
H -6.260 7.429 3.281 0.02 -0.06 0.14
```
Positions in Å, forces in eV/Å.

## Properties
* total energy: -73988.8602 eV
* SMILES string: COCCCc1cc(C[C@@H](C)Cl)cc2c1C(=O)C=C([PH2]=S)C2=O.CCCC#N.CCCC#N.CCCC#N
* spin multiplicity: 1

Results of the Mulliken charge analysis, in e, for atoms 1 through 5: 0.297 0.193 0.349 -0.580 0.364